# 1
Formula: C21H66BF6O13
Source: OMol25
Level of theory: wB97M-V/def2-TZVPD

Geometry as XYZ:
```
107
Properties=species:S:1:pos:R:3:mulliken_charge:R:1
C -0.6611 3.9919 -1.5398 -1.324
C 0.7450 3.7345 -1.0225 0.644
F 0.5842 3.3007 0.3690 -0.426
C 1.5524 2.7149 -1.7876 -0.813
B 1.3673 2.7534 -3.4333 0.350
C 2.6563 1.9699 -4.1610 -0.820
C 3.6033 2.9325 -4.8826 -0.222
C 4.8284 2.2564 -5.5451 -1.050
C 6.0993 2.3850 -4.7371 0.975
F 5.9198 2.1720 -3.4012 -0.300
F 6.6324 3.6505 -4.8576 -0.326
C 7.2392 1.4260 -5.1741 0.520
F 6.8020 0.1662 -5.3161 -0.262
F 8.2388 1.4019 -4.2918 -0.267
F 7.7520 1.8048 -6.3538 -0.275
H -0.6269 4.6781 -2.3910 0.327
H -1.2713 4.4555 -0.7522 0.460
H -1.1414 3.0601 -1.8522 0.211
H 1.2915 4.6807 -0.9325 0.082
H 1.3064 1.7148 -1.4032 0.206
H 2.6204 2.8811 -1.5679 0.198
H 0.3181 2.2039 -3.7736 -0.301
H 1.3384 3.9196 -3.8450 -0.244
H 3.2298 1.4390 -3.3801 0.281
H 2.2923 1.2136 -4.8759 -0.054
H 3.0452 3.4738 -5.6542 0.298
H 3.9512 3.6788 -4.1530 0.299
H 5.0594 2.7419 -6.5034 0.326
H 4.6230 1.2018 -5.7477 0.457
C -1.5995 3.4449 3.2552 -0.371
O -1.6259 3.9927 1.9503 -0.528
H -2.5462 3.7018 3.7311 0.242
H -1.5153 2.3550 3.2352 0.031
H -0.7834 3.8688 3.8548 0.343
H -0.8055 3.7459 1.4948 0.313
C -2.2049 -0.8279 4.1068 -0.314
O -2.5809 0.2905 3.3201 -0.412
H -1.3397 -0.5342 4.6942 -0.044
H -3.0135 -1.1255 4.7867 0.269
H -1.9347 -1.6813 3.4803 0.283
H -3.3402 0.0804 2.7630 0.294
C -1.8072 -4.6118 4.1905 -0.408
O -1.8458 -4.2138 2.8296 -0.455
H -2.7777 -4.3873 4.6284 0.252
H -1.6179 -5.6860 4.2933 0.211
H -1.0407 -4.0609 4.7442 0.115
H -0.9920 -4.4233 2.4360 0.259
C -4.8389 0.0838 -0.2395 -0.538
O -4.1447 0.3839 0.9694 -0.493
H -4.9160 -0.9956 -0.3144 0.188
H -5.8463 0.5057 -0.2358 0.229
H -4.2877 0.4614 -1.1037 0.270
H -4.0458 1.3394 1.0341 0.243
C -0.1791 2.3316 6.6710 -0.557
O 0.7313 2.0679 5.6049 -0.548
H 0.4062 2.6195 7.5428 0.315
H -0.8563 3.1517 6.4197 0.297
H -0.7675 1.4459 6.9250 0.173
H 0.2017 1.8225 4.8385 0.259
C -1.0512 -7.4918 1.3848 -0.501
O -0.2286 -6.3550 1.1630 -0.478
H -1.3261 -7.4854 2.4369 0.156
H -1.9655 -7.4497 0.7879 0.260
H -0.5197 -8.4223 1.1668 0.300
H 0.0164 -6.3331 0.2342 0.285
C 0.9193 1.6859 -8.1701 -0.299
O 1.5614 2.8412 -7.6494 -0.422
H 0.6421 1.0654 -7.3220 -0.063
H 0.0155 1.9472 -8.7321 0.319
H 1.5941 1.1169 -8.8203 0.276
H 1.8169 3.4079 -8.3816 0.239
C 1.5445 -1.1385 6.3005 -0.533
O 0.7249 -1.7929 5.3335 -0.407
H 0.8779 -0.6226 6.9861 0.032
H 2.1436 -1.8574 6.8687 0.380
H 2.2051 -0.4050 5.8335 0.312
H 1.2969 -2.2413 4.7051 0.238
C -0.0034 -1.6874 9.9327 -0.649
O -0.4548 -0.6290 9.1000 -0.429
H 0.8138 -1.2933 10.5327 0.234
H -0.7918 -2.0389 10.6040 0.298
H 0.3694 -2.5313 9.3453 0.267
H -1.1754 -0.9619 8.5569 0.270
C -8.0643 -1.8721 -2.4184 -0.520
O -7.1992 -1.9166 -1.2923 -0.440
H -7.5242 -1.3619 -3.2122 0.211
H -8.3300 -2.8745 -2.7660 0.240
H -8.9796 -1.3133 -2.2039 0.255
H -7.6571 -2.3651 -0.5766 0.265
C -0.3019 -1.6500 -5.1743 -0.601
O -0.4670 -0.4696 -5.9453 -0.461
H 0.5827 -1.5114 -4.5574 0.242
H -1.1620 -1.8210 -4.5211 0.297
H -0.1564 -2.5240 -5.8179 0.224
H -1.2577 -0.5752 -6.4815 0.254
C 3.3523 1.2543 7.9838 -0.379
O 3.1469 2.4990 7.3410 -0.540
H 4.2409 1.3529 8.6054 0.323
H 2.5078 0.9806 8.6258 0.148
H 3.5215 0.4491 7.2618 0.146
H 2.3583 2.4108 6.7931 0.377
C -0.5636 -3.6982 -8.9572 -0.508
O -1.7345 -3.7898 -8.1492 -0.500
H -0.2138 -2.6702 -8.9106 0.163
H 0.2260 -4.3554 -8.5839 0.258
H -0.7900 -3.9560 -9.9953 0.307
H -2.0414 -4.6991 -8.1848 0.285
```

E_LUMO: 1.89 eV
Energy relative to the best compared isomer or geometry (same formula, charge and spin): 0.0 kcal per mole
DFT total energy: -2441.704148 hartree
HOMO: -4.81 eV
Gap between HOMO and LUMO: 6.7055 eV
Net charge: -1

=====

# 2
Formula: C2H6N2O
Source: OMol25
Level of theory: wB97M-V/def2-TZVPD

Geometry as XYZ:
```
11
Properties=species:S:1:pos:R:3:nbo_charge:R:1
C -1.6810 0.0023 -0.0995 -0.642
C -0.3233 -0.6233 0.1762 0.066
N 0.7085 0.0495 -0.0428 -0.175
O 1.9971 -0.6048 0.2047 -0.292
N 3.0285 0.2520 -0.2060 -0.494
H -1.8437 0.0370 -1.2495 0.225
H -1.8128 0.9694 0.2768 0.230
H -2.4216 -0.6576 0.2148 0.215
H -0.3736 -1.6486 0.4216 0.180
H 2.4607 1.0873 -0.1227 0.358
H 3.2705 -0.0502 -1.2582 0.329
```

E_LUMO: 1.12 eV
Energy relative to the best compared isomer or geometry (same formula, charge and spin): 112.9 kcal per mole
DFT total energy: -264.407443 hartree
HOMO: -9.21 eV
Structure (SMILES): C/C=N/ON
Gap between HOMO and LUMO: 10.3380 eV

=====

# 3
Formula: C6H11N4S
Source: OMol25
Level of theory: wB97M-V/def2-TZVPD

Geometry as XYZ:
```
22
Properties=species:S:1:pos:R:3:nbo_charge:R:1
N 1.1873 -1.4681 -2.7700 -0.855
C 1.4484 -0.1416 -2.2465 -0.309
C 0.6166 0.0880 -1.0391 0.261
N -0.0658 -0.8626 -0.5534 -0.472
C -0.9500 -0.8134 0.9054 0.049
S -0.1573 -2.0502 1.9470 0.080
N -0.9161 0.4699 1.3943 -0.434
C 0.0388 1.0392 2.2248 -0.114
C -0.3321 2.3339 2.3880 -0.056
N -1.4731 2.5879 1.6799 -0.396
C -1.8078 1.4914 1.1011 0.185
H 0.4572 -1.4513 -3.4733 0.384
H 2.0104 -1.8748 -3.1976 0.400
H 1.2835 0.6881 -2.9502 0.238
H 2.4935 -0.0512 -1.9217 0.258
H 0.5983 1.0700 -0.5809 0.236
H 0.0338 -1.7714 -1.0212 0.448
H -1.9372 -1.1157 0.5590 0.251
H -0.8470 -3.0928 1.4902 0.157
H 0.8530 0.4701 2.6221 0.238
H 0.1318 3.1061 2.9664 0.236
H -2.6663 1.3484 0.4758 0.214
```

E_LUMO: -3.82 eV
Energy relative to the best compared isomer or geometry (same formula, charge and spin): 42.0 kcal per mole
DFT total energy: -852.165449 hartree
HOMO: -12.86 eV
Structure (SMILES): NC/C=[NH+]/[C@@H](S)n1ccnc1
Gap between HOMO and LUMO: 9.0407 eV
Net charge: +1

=====

# 4
Formula: C9H7N5O2S2
Source: OMol25
Level of theory: wB97M-V/def2-TZVPD

Geometry as XYZ:
```
25
Properties=species:S:1:pos:R:3:nbo_charge:R:1
N -2.5614 4.5948 0.5882 0.037
O 1.9363 3.5257 1.2567 -0.906
O 3.3434 1.8344 0.0782 -0.908
N -2.5547 2.5554 -0.8367 -0.331
N -0.3413 2.2439 -0.0010 -0.458
N 0.7117 0.0995 -0.1445 -0.460
N -2.5984 3.5889 -0.1053 0.233
S 1.0683 -2.8755 -0.4480 0.485
C 0.2303 -4.2884 -0.9670 -0.399
C -1.0266 -4.0745 -1.4601 -0.263
C -1.3634 -2.6731 -1.4318 -0.217
C -0.3538 -1.9090 -0.8785 -0.236
C 0.7147 1.4257 0.2066 0.162
C -1.4419 1.7429 -0.6216 0.356
C -0.3949 -0.4194 -0.6964 0.230
C -1.5338 0.3872 -0.9587 -0.272
C 2.4394 1.2217 2.5454 -0.854
S 2.2205 2.1170 0.9811 2.093
H 0.6447 -5.2962 -0.8534 0.244
H -1.8082 -4.8002 -1.8333 0.236
H -2.3263 -2.3149 -1.7155 0.223
H -2.4812 0.0087 -1.3228 0.239
H 3.4045 1.5296 2.9729 0.264
H 2.4144 0.1560 2.4393 0.254
H 1.6578 1.6200 3.2065 0.248
```

E_LUMO: -0.69 eV
DFT total energy: -1567.683135 hartree
HOMO: -9.20 eV
Gap between HOMO and LUMO: 8.5117 eV

=====

# 5
Formula: C24H24AsBeNOSbSe4
Source: OMol25
Level of theory: wB97M-V/def2-TZVPD

Geometry as XYZ:
```
57
Properties=species:S:1:pos:R:3:nbo_charge:R:1
Be 0.8956 -2.0035 0.6424 1.357
Se 0.5251 -5.7610 2.8763 -0.756
Sb -0.6365 -3.7316 2.3034 1.067
Se 0.9702 -1.7060 2.6939 -0.957
Se -0.3957 -3.3537 -0.2627 -0.949
Se -2.8473 -3.2596 3.1303 -0.756
O 1.8564 -1.1892 -0.2669 -0.773
C 2.6711 -1.1327 -1.1910 0.772
C 3.2397 0.1730 -1.6509 -0.498
C 4.5471 0.2936 -0.8300 -0.388
C 5.4909 -0.9225 -0.8653 -0.408
C 5.0297 -2.1520 -0.0524 -0.434
C 4.0362 -3.0579 -0.8084 -0.228
N 3.2766 -2.2210 -1.7266 -0.593
H 2.5688 0.9982 -1.4107 0.251
H 3.4518 0.1674 -2.7213 0.214
H 4.2829 0.4842 0.2113 0.220
H 5.0918 1.1635 -1.2024 0.215
H 6.4401 -0.5885 -0.4405 0.221
H 5.7009 -1.2055 -1.9004 0.183
H 4.5611 -1.8002 0.8692 0.226
H 5.9051 -2.7396 0.2282 0.219
H 3.3497 -3.5482 -0.1187 0.248
H 4.5463 -3.8209 -1.3969 0.205
H 3.8105 -1.9957 -2.5578 0.379
C -2.8404 4.5888 -2.3108 -0.226
C -2.4980 3.4971 -3.0933 -0.217
C -1.8449 2.4199 -2.5243 -0.223
C -1.5385 2.4053 -1.1676 -0.296
C -1.8657 3.5138 -0.3987 -0.173
C -2.5124 4.5980 -0.9661 -0.228
As -0.6747 0.7813 -0.4442 0.877
C -2.3386 -0.2341 -0.4571 -0.287
C -2.8908 -0.9266 -1.5196 -0.223
C -4.0754 -1.6242 -1.3437 -0.198
C -4.7194 -1.6033 -0.1177 -0.209
C -4.1825 -0.9023 0.9460 -0.175
C -2.9763 -0.2321 0.7926 0.012
C -2.2652 0.4918 1.8424 -0.078
C -2.6561 0.5790 3.1722 -0.168
C -1.8806 1.2885 4.0711 -0.200
C -0.7189 1.9177 3.6557 -0.235
C -0.3080 1.8195 2.3359 -0.166
C -1.0734 1.1071 1.4283 -0.311
H -3.3619 5.4284 -2.7502 0.204
H -2.7489 3.4854 -4.1455 0.205
H -1.5722 1.5610 -3.1311 0.204
H -1.6188 3.5227 0.6567 0.216
H -2.7736 5.4517 -0.3536 0.206
H -2.3884 -0.9394 -2.4828 0.202
H -4.4933 -2.1927 -2.1640 0.202
H -5.6396 -2.1519 0.0190 0.207
H -4.6905 -0.9015 1.8986 0.215
H -3.5443 0.0678 3.5107 0.221
H -2.1721 1.3325 5.1110 0.207
H -0.1206 2.4713 4.3680 0.203
H 0.6183 2.2881 2.0111 0.196
```

E_LUMO: 1.86 eV
DFT total energy: -13155.685608 hartree
HOMO: -3.92 eV
Gap between HOMO and LUMO: 5.7778 eV
Net charge: -1

=====

# 6
Formula: C4H6O
Source: OMol25
Level of theory: wB97M-V/def2-TZVPD

Geometry as XYZ:
```
11
Properties=species:S:1:pos:R:3:nbo_charge:R:1
C 0.7237 -1.4435 -1.3045 -0.375
C -0.2351 -0.8507 -0.6201 -0.198
C -0.3104 0.5087 -0.0226 -0.336
C 0.0595 0.8005 1.2147 0.155
O -0.0872 2.0018 1.8268 -0.693
H 0.5666 -2.3867 -1.8063 0.199
H 1.6533 -0.9491 -1.5707 0.194
H -1.1679 -1.3362 -0.4991 0.191
H -0.6833 1.2707 -0.6997 0.208
H 0.4391 0.0187 1.8590 0.173
H -0.9581 2.3658 1.6224 0.483
```

E_LUMO: 0.97 eV
Energy relative to the best compared isomer or geometry (same formula, charge and spin): 22.6 kcal per mole
DFT total energy: -231.187734 hartree
HOMO: -9.19 eV
Structure (SMILES): C=C/C=C/O
Gap between HOMO and LUMO: 10.1627 eV